Entry 1:
C34H45CsFN5O9S4Si | ωB97M-V with the def2-TZVPD basis set

Geometry (Å):
Cs (-1.029, -0.295, 0.751)
C (1.408, -2.582, -0.412)
Si (2.341, -2.434, 1.216)
C (4.147, -2.167, 0.706)
C (2.282, -4.133, 2.057)
N (1.641, -1.194, 2.129)
C (2.138, -0.580, 3.206)
C (3.303, -0.950, 3.941)
C (3.795, -0.219, 5.011)
C (3.161, 0.935, 5.453)
C (1.995, 1.327, 4.793)
C (1.523, 0.590, 3.739)
F (0.369, 1.035, 3.139)
H (1.902, -3.310, -1.065)
H (1.403, -1.613, -0.924)
H (0.371, -2.910, -0.293)
H (4.504, -3.033, 0.138)
H (4.818, -2.022, 1.556)
H (4.231, -1.285, 0.067)
H (2.690, -4.918, 1.412)
H (1.251, -4.396, 2.303)
H (2.854, -4.131, 2.989)
H (3.825, -1.847, 3.630)
H (4.697, -0.562, 5.508)
H (3.546, 1.510, 6.285)
H (1.443, 2.211, 5.091)
C (-1.436, -2.028, -6.603)
C (-1.403, -0.534, -6.928)
S (-1.619, 0.662, -5.595)
C (-0.206, 0.375, -4.503)
C (-0.226, -0.888, -3.644)
S (-1.776, -1.054, -2.726)
C (-2.140, -2.814, -2.861)
C (-2.055, -3.465, -4.241)
S (-2.861, -2.607, -5.631)
H (-0.532, -2.316, -6.072)
H (-1.430, -2.574, -7.550)
H (-2.218, -0.295, -7.616)
H (-0.470, -0.330, -7.462)
H (-0.186, 1.249, -3.845)
H (0.717, 0.410, -5.089)
H (0.594, -0.809, -2.932)
H (-0.076, -1.782, -4.244)
H (-3.148, -2.894, -2.453)
H (-1.501, -3.384, -2.181)
H (-2.515, -4.454, -4.175)
H (-1.018, -3.635, -4.530)
C (0.766, 5.562, 3.201)
N (0.896, 5.270, 1.788)
C (1.439, 3.946, 1.500)
C (0.156, 5.950, 0.873)
S (-1.100, 6.983, 1.324)
N (0.496, 5.744, -0.422)
C (-0.417, 6.050, -1.502)
C (1.879, 5.590, -0.861)
H (1.655, 5.181, 3.706)
H (-0.119, 5.082, 3.630)
H (0.681, 6.633, 3.358)
H (1.064, 3.223, 2.228)
H (2.531, 3.933, 1.562)
H (1.149, 3.615, 0.508)
H (-1.442, 5.922, -1.166)
H (-0.206, 5.353, -2.314)
H (-0.294, 7.082, -1.851)
H (2.552, 5.567, -0.010)
H (2.138, 6.458, -1.479)
H (1.989, 4.684, -1.461)
O (-3.102, -2.707, 0.153)
C (-3.920, -2.139, 0.901)
O (-3.962, -0.951, 1.274)
C (-5.040, -3.039, 1.463)
C (-5.091, -4.382, 1.114)
C (-6.089, -5.181, 1.646)
C (-7.044, -4.701, 2.520)
C (-6.964, -3.361, 2.844)
C (-5.987, -2.522, 2.336)
N (-7.969, -2.819, 3.778)
O (-8.810, -3.585, 4.215)
O (-7.900, -1.644, 4.068)
N (-6.146, -6.608, 1.278)
O (-7.025, -7.289, 1.777)
O (-5.316, -7.028, 0.499)
H (-4.342, -4.772, 0.440)
H (-7.811, -5.338, 2.928)
H (-5.933, -1.476, 2.601)
O (3.760, 3.214, -2.735)
C (3.849, 2.638, -1.493)
C (5.038, 2.734, -0.775)
C (5.161, 2.145, 0.475)
C (4.097, 1.435, 1.007)
C (2.922, 1.335, 0.275)
C (2.756, 1.945, -0.965)
C (1.372, 1.880, -1.628)
O (1.019, 2.866, -2.302)
O (0.701, 0.849, -1.375)
H (4.619, 3.597, -2.938)
H (5.875, 3.277, -1.209)
H (6.092, 2.236, 1.022)
H (4.172, 0.954, 1.975)
H (2.097, 0.757, 0.674)

* DFT total energy: -4275.8422 Eh
* multiplicity: 1
* HOMO-LUMO gap: 0.1867 Ha
* E_HOMO: -0.084 hartree
* total charge: -2
* relative energy (zero: lowest compared OMol25 entry of this formula, charge and spin): 0.00 kJ/mol


Entry 2:
C3H5FOS | ωB97M-V with the def2-TZVPD basis set

Geometry (Å):
O (1.130, -1.155, 0.375)
C (-0.197, -0.779, 0.336)
C (-0.676, -0.056, -0.894)
F (0.310, 0.129, -1.827)
C (-0.532, 0.711, 0.394)
S (0.772, 1.896, 0.638)
H (1.472, -1.022, -0.525)
H (-0.861, -1.463, 0.865)
H (-1.646, -0.212, -1.371)
H (-1.471, 0.945, 0.873)
H (1.700, 1.006, 1.136)

* DFT total energy: -690.5469 Eh
* multiplicity: 1
* HOMO-LUMO gap: 0.3622 Ha
* E_HOMO: -0.334 hartree
* SMILES: O[C@@H]1[C@H](F)[C@@H]1S
* total charge: 0
* relative energy (zero: lowest compared OMol25 entry of this formula, charge and spin): 112.11 kJ/mol


Entry 3:
C20H26N2O5 | ωB97M-V with the def2-TZVPD basis set

Geometry (Å):
C (-2.410, 3.004, 2.121)
O (-2.089, 1.873, 2.895)
C (-2.881, 0.756, 2.784)
C (-4.153, 0.785, 2.225)
C (-4.938, -0.352, 2.164)
C (-4.460, -1.548, 2.663)
C (-3.190, -1.596, 3.205)
C (-2.384, -0.465, 3.269)
O (-1.153, -0.688, 3.837)
C (-0.113, 0.248, 3.715)
C (0.178, 0.630, 2.302)
C (-0.191, 0.088, 1.104)
C (0.378, 0.966, 0.145)
C (0.145, 0.815, -1.317)
O (-0.904, 0.305, -1.685)
N (1.079, 1.236, -2.189)
C (2.323, 1.881, -1.859)
C (0.829, 0.961, -3.593)
C (0.961, -0.523, -3.951)
C (2.370, -1.091, -3.788)
C (2.482, -2.475, -4.441)
C (3.866, -3.069, -4.186)
C (4.136, -3.077, -2.684)
C (3.943, -1.664, -2.138)
O (2.654, -1.167, -2.402)
N (1.025, 1.935, 0.747)
O (0.906, 1.735, 2.082)
H (-3.307, 3.508, 2.495)
H (-2.546, 2.741, 1.068)
H (-1.557, 3.675, 2.219)
H (-4.544, 1.712, 1.838)
H (-5.923, -0.294, 1.725)
H (-5.063, -2.441, 2.623)
H (-2.782, -2.517, 3.589)
H (0.758, -0.254, 4.152)
H (-0.315, 1.160, 4.292)
H (-0.778, -0.783, 0.907)
H (2.352, 2.109, -0.798)
H (3.163, 1.235, -2.119)
H (2.406, 2.817, -2.417)
H (1.523, 1.560, -4.186)
H (-0.197, 1.268, -3.819)
H (0.650, -0.651, -4.989)
H (0.283, -1.089, -3.312)
H (3.106, -0.417, -4.267)
H (2.295, -2.388, -5.512)
H (1.720, -3.125, -4.007)
H (3.924, -4.080, -4.591)
H (4.623, -2.460, -4.689)
H (5.150, -3.418, -2.470)
H (3.432, -3.747, -2.189)
H (4.049, -1.642, -1.050)
H (4.702, -0.995, -2.581)

* DFT total energy: -1263.3549 Eh
* multiplicity: 1
* HOMO-LUMO gap: 0.3362 Ha
* E_HOMO: -0.304 hartree
* SMILES: COc1ccccc1OCc1cc(C(=O)N(C)CC[C@@H]2CCCCO2)no1
* total charge: 0
* relative energy (zero: lowest compared OMol25 entry of this formula, charge and spin): 401.32 kJ/mol


Entry 4:
C12H17N | ωB97M-V with the def2-TZVPD basis set

Geometry (Å):
C (1.229, -1.235, -4.316)
C (0.505, -0.965, -3.031)
C (-0.861, -1.020, -2.931)
N (-1.257, -0.661, -1.660)
C (-0.134, -0.264, -0.946)
C (-0.098, 0.162, 0.371)
C (1.155, 0.658, 0.753)
C (2.239, 0.727, -0.132)
C (2.188, 0.191, -1.416)
C (0.976, -0.368, -1.830)
H (1.797, -2.152, -4.208)
H (1.868, -0.394, -4.634)
H (0.506, -1.111, -5.121)
H (-1.644, -1.245, -3.638)
H (-2.198, -0.493, -1.389)
H (-0.790, 0.208, 1.199)
H (1.366, 0.884, 1.789)
H (3.230, 0.988, 0.214)
H (3.030, 0.319, -2.082)
C (-2.193, -0.328, 3.952)
C (-1.544, 0.696, 4.861)
C (-1.088, 1.947, 4.012)
H (-3.275, -0.145, 4.039)
H (-2.114, -1.377, 4.238)
H (-2.002, -0.278, 2.884)
H (-2.178, 0.990, 5.686)
H (-0.673, 0.325, 5.407)
H (-1.505, 2.845, 4.476)
H (-0.007, 1.935, 4.151)
H (-1.274, 2.075, 2.953)

* DFT total energy: -522.1695 Eh
* multiplicity: 1
* HOMO-LUMO gap: 0.3174 Ha
* E_HOMO: -0.284 hartree
* SMILES: Cc1c[nH]c2ccccc12.CCC
* total charge: 0
* relative energy (zero: lowest compared OMol25 entry of this formula, charge and spin): 133.29 kJ/mol


Entry 5:
C25H45F3MoO3P2S | ωB97M-V with the def2-TZVPD basis set

Geometry (Å):
Mo (0.606, -2.072, -0.236)
C (0.894, -1.555, 2.035)
C (1.982, -2.271, 1.350)
C (2.164, 0.049, 0.940)
C (1.127, -0.145, 1.871)
C (2.667, -1.238, 0.526)
C (0.025, -2.180, 3.061)
H (-0.236, -3.211, 2.807)
H (-0.906, -1.623, 3.198)
H (0.565, -2.181, 4.016)
C (0.636, 0.896, 2.796)
H (-0.062, 0.491, 3.536)
H (0.154, 1.724, 2.254)
H (1.482, 1.338, 3.351)
C (2.880, 1.333, 0.733)
H (3.724, 1.389, 1.443)
H (2.242, 2.206, 0.924)
H (3.294, 1.427, -0.278)
C (3.894, -1.493, -0.280)
H (4.527, -2.246, 0.211)
H (4.466, -0.568, -0.404)
H (3.666, -1.871, -1.284)
C (2.347, -3.704, 1.526)
H (2.935, -3.908, 2.428)
H (2.905, -4.061, 0.662)
H (1.441, -4.306, 1.590)
C (-1.272, -1.588, -0.817)
C (-1.248, -2.752, 0.073)
C (-1.098, -4.163, -0.491)
C (0.187, -4.527, -1.291)
C (1.256, -3.473, -1.492)
C (0.989, -2.246, -2.242)
C (-0.270, -2.209, -3.092)
C (-1.555, -1.845, -2.279)
H (-1.977, -4.437, -1.111)
H (-0.109, -4.941, -2.275)
H (-1.174, -4.885, 0.353)
H (-2.305, -2.656, -2.420)
H (-1.542, -0.589, -0.437)
H (-1.826, -2.693, 0.983)
H (-2.006, -0.938, -2.717)
H (-0.117, -1.468, -3.898)
H (1.841, -1.720, -2.679)
H (-0.437, -3.180, -3.614)
H (0.653, -5.403, -0.792)
H (2.257, -3.865, -1.607)
P (-2.725, 1.164, 1.717)
C (-3.127, 2.278, 3.127)
H (-4.192, 2.552, 3.129)
H (-2.494, 3.179, 3.117)
H (-2.886, 1.718, 4.043)
C (-3.513, 2.007, 0.288)
H (-4.546, 2.303, 0.519)
H (-3.510, 1.304, -0.557)
H (-2.912, 2.884, 0.017)
C (-4.001, -0.133, 1.988)
H (-4.032, -0.781, 1.102)
H (-4.991, 0.307, 2.171)
H (-3.696, -0.740, 2.851)
P (0.885, 1.865, -2.497)
C (2.440, 1.365, -3.358)
H (2.584, 1.750, -4.386)
H (2.410, 0.250, -3.379)
H (3.336, 1.628, -2.763)
C (-0.447, 1.708, -3.745)
H (-0.586, 0.619, -3.940)
H (-0.286, 2.236, -4.699)
H (-1.400, 2.062, -3.309)
C (1.083, 3.583, -1.968)
H (1.380, 4.332, -2.719)
H (1.829, 3.555, -1.141)
H (0.141, 3.901, -1.487)
F (-1.012, 6.927, 1.117)
C (-1.311, 5.670, 0.738)
F (-2.610, 5.413, 1.051)
F (-1.195, 5.592, -0.620)
S (-0.204, 4.399, 1.566)
O (1.155, 4.811, 1.229)
O (-0.601, 4.483, 2.976)
O (-0.630, 3.161, 0.890)

* DFT total energy: -2653.1770 Eh
* <S²>: 2.0117
* multiplicity: 3
* HOMO-LUMO gap (spin up / spin down): 0.2314 / 0.1631 Ha
* E_HOMO (spin up / spin down): -0.504 / -0.501 hartree
* total charge: +2


Q: Which of these has the highest total charge?
A: C25H45F3MoO3P2S